C2HLuO4 | ωB97M-V with the def2-TZVPD basis set

Last column: natural (NBO) charge in e.
Geometry (Å):
O1 -0.187 -1.023 -1.820  -0.710
O2 -0.133 1.941 1.615  -0.110
O3 -0.709 -0.467 -0.609  -0.246
O4 0.158 0.921 2.568  -0.474
C1 -0.081 1.520 0.466  0.432
C2 0.207 0.290 -0.032  0.110
H1 1.259 0.090 -0.272  0.229
Lu1 -0.514 -3.272 -1.917  1.769

E_LUMO (alpha / beta), eV: -6.3 / -7.7
HOMO level (alpha / beta), eV: -11.74 / -11.75
Spin multiplicity: 2
Charge: +1